Molecular formula: C41H68N8O12S
Method: DFT, ωB97M-V/def2-TZVPD

energy	-90936.3451	eV
orbital gap	7.42	eV
LUMO	-1.022	eV
structure (SMILES)	O=COCCc1cccc2c1C(=O)c1cc(S)ccc1C2=O.CN(C)C=O.CN(C)C=O.CN(C)C=O.CN(C)C=O.CN(C)C=O.CN(C)C=O.CN(C)C=O.CN(C)C=O
strongest force on any atom	4.71	eV Å⁻¹

CARTESIAN COORDINATES (ANGSTROEM)
O: -0.550 1.451 -1.695
C: -0.112 1.153 -2.830
O: -0.435 1.976 -3.950
C: 0.302 3.231 -3.928
C: -0.343 4.285 -4.987
C: -1.396 5.265 -4.243
C: -0.916 6.355 -3.214
C: -1.909 7.307 -2.471
C: -3.432 7.178 -2.721
C: -3.896 6.107 -3.733
C: -2.916 5.158 -4.522
C: -3.571 4.128 -5.577
O: -3.122 3.915 -6.727
C: -4.916 3.407 -5.044
C: -5.191 1.904 -5.291
C: -6.532 1.338 -4.688
S: -7.012 -0.431 -4.902
C: -7.506 2.271 -3.881
C: -7.210 3.799 -3.664
C: -5.894 4.353 -4.250
C: -5.468 5.898 -4.045
O: -6.278 6.855 -4.156
H: 0.540 0.213 -3.001
H: 1.368 2.993 -4.318
H: 0.420 3.692 -2.891
H: 0.468 4.933 -5.459
H: -0.856 3.629 -5.779
H: 0.204 6.487 -2.974
H: -1.549 8.086 -1.707
H: -4.244 7.807 -2.211
H: -4.458 1.246 -5.860
H: -6.679 -1.004 -3.665
H: -8.463 1.866 -3.417
H: -7.903 4.506 -3.106
C: -4.702 10.646 -6.979
N: -3.924 9.754 -6.143
C: -4.616 8.778 -5.322
C: -2.561 9.805 -6.105
O: -1.850 9.087 -5.426
H: -5.372 11.233 -6.345
H: -5.291 10.051 -7.681
H: -4.054 11.323 -7.538
H: -4.364 8.950 -4.274
H: -4.283 7.777 -5.602
H: -5.694 8.858 -5.459
H: -2.139 10.580 -6.765
C: -0.040 -0.237 0.787
N: 0.720 -1.154 1.612
C: 0.010 -2.124 2.422
C: 2.080 -1.134 1.651
O: 2.778 -1.878 2.322
H: -0.698 0.357 1.427
H: -0.641 -0.812 0.079
H: 0.620 0.432 0.235
H: 0.266 -1.969 3.473
H: 0.322 -3.131 2.130
H: -1.067 -2.021 2.287
H: 2.520 -0.360 1.001
C: 6.752 -1.876 5.739
N: 5.966 -1.164 4.750
C: 5.352 -1.914 3.669
C: 5.786 0.183 4.804
O: 5.139 0.842 4.006
H: 7.578 -2.380 5.238
H: 6.117 -2.616 6.231
H: 7.151 -1.190 6.489
H: 5.727 -1.535 2.714
H: 4.270 -1.769 3.702
H: 5.585 -2.976 3.759
H: 6.294 0.652 5.663
C: -4.434 -4.704 4.521
N: -3.587 -4.825 3.353
C: -2.832 -6.048 3.157
C: -3.477 -3.826 2.432
O: -2.785 -3.865 1.431
H: -3.818 -4.804 5.419
H: -5.183 -5.500 4.501
H: -4.939 -3.737 4.540
H: -1.766 -5.809 3.119
H: -3.124 -6.500 2.207
H: -3.021 -6.749 3.970
H: -4.091 -2.945 2.678
C: -8.386 -5.753 0.773
N: -7.624 -6.670 1.596
C: -8.333 -7.642 2.405
C: -6.261 -6.648 1.633
O: -5.564 -7.389 2.301
H: -9.043 -5.161 1.415
H: -8.988 -6.326 0.064
H: -7.726 -5.082 0.221
H: -8.076 -7.488 3.456
H: -8.021 -8.648 2.113
H: -9.410 -7.539 2.272
H: -5.824 -5.873 0.982
C: 5.515 3.816 1.250
N: 6.884 3.871 1.720
C: 7.284 3.010 2.815
C: 7.806 4.707 1.164
O: 8.970 4.802 1.510
H: 4.845 4.075 2.074
H: 5.297 2.801 0.908
H: 5.355 4.514 0.427
H: 7.648 3.627 3.641
H: 8.097 2.359 2.480
H: 6.443 2.402 3.153
H: 7.397 5.316 0.341
C: 9.904 -7.266 5.499
N: 9.374 -5.918 5.449
C: 10.284 -4.800 5.607
C: 8.048 -5.669 5.257
O: 7.542 -4.562 5.205
H: 10.381 -7.425 6.470
H: 10.643 -7.388 4.704
H: 9.110 -8.003 5.366
H: 9.975 -4.207 6.472
H: 10.236 -4.170 4.716
H: 11.305 -5.155 5.752
H: 7.447 -6.586 5.149
C: 2.464 -4.985 -0.266
N: 1.680 -4.276 -1.257
C: 1.067 -5.025 -2.337
C: 1.501 -2.927 -1.205
O: 0.855 -2.269 -2.004
H: 3.294 -5.492 -0.766
H: 1.828 -5.725 0.227
H: 2.862 -4.298 0.482
H: 1.442 -4.648 -3.292
H: -0.016 -4.879 -2.304
H: 1.298 -6.087 -2.245
H: 2.008 -2.458 -0.347

Molecular formula: C25H21N3O6
Method: DFT, ωB97M-V/def2-TZVPD

energy	-43020.1271	eV
orbital gap	7.87	eV
LUMO	-1.019	eV
structure (SMILES)	O=C(N[C@@H](Cc1ccccc1)C(=O)O)/C(=C/c1ccc([N+](=O)[O-])cc1)NC(=O)c1ccccc1
energy relative to the best compared isomer or geometry (same formula, charge and spin)	454.3	kJ/mol
strongest force on any atom	1.46	eV Å⁻¹

CARTESIAN COORDINATES (ANGSTROEM)
O: -0.737 -3.371 0.880
C: -0.730 -2.405 0.136
N: -1.805 -1.969 -0.528
C: -3.111 -2.516 -0.264
C: -3.686 -1.951 1.062
C: -3.500 -0.462 1.118
C: -4.407 0.397 0.511
C: -4.197 1.764 0.524
C: -3.075 2.290 1.141
C: -2.163 1.442 1.745
C: -2.376 0.075 1.733
C: -4.022 -2.207 -1.434
O: -3.718 -1.566 -2.400
O: -5.235 -2.750 -1.273
C: 0.559 -1.643 -0.068
C: 1.696 -2.359 0.026
C: 3.061 -1.877 -0.070
C: 4.063 -2.550 0.643
C: 5.370 -2.120 0.605
C: 5.701 -1.011 -0.169
N: 7.060 -0.547 -0.205
O: 7.892 -1.190 0.400
O: 7.294 0.464 -0.836
C: 4.732 -0.353 -0.920
C: 3.424 -0.785 -0.869
N: 0.595 -0.242 -0.099
C: -0.140 0.677 -0.790
O: -1.054 0.388 -1.541
C: 0.258 2.095 -0.573
C: -0.677 3.057 -0.956
C: -0.412 4.402 -0.792
C: 0.798 4.808 -0.254
C: 1.742 3.862 0.108
C: 1.480 2.512 -0.048
H: -1.750 -1.152 -1.144
H: -3.033 -3.606 -0.164
H: -3.143 -2.425 1.880
H: -4.740 -2.223 1.128
H: -5.286 -0.007 0.030
H: -4.911 2.422 0.050
H: -2.909 3.357 1.151
H: -1.286 1.849 2.228
H: -1.665 -0.586 2.211
H: -5.797 -2.549 -2.038
H: 1.576 -3.413 0.235
H: 3.795 -3.407 1.241
H: 6.146 -2.622 1.161
H: 5.023 0.484 -1.537
H: 2.686 -0.304 -1.493
H: 1.408 0.129 0.377
H: -1.610 2.718 -1.378
H: -1.148 5.135 -1.087
H: 1.010 5.859 -0.124
H: 2.694 4.176 0.511
H: 2.256 1.810 0.223

Molecular formula: C4H7O2
Method: DFT, ωB97M-V/def2-TZVPD

energy	-8345.5514	eV
orbital gap	8.70	eV
net charge	+1
LUMO	-5.965	eV
energy relative to the best compared isomer or geometry (same formula, charge and spin)	261.9	kJ/mol
strongest force on any atom	3.57	eV Å⁻¹

CARTESIAN COORDINATES (ANGSTROEM)
C: -0.194 0.218 -2.016
C: 0.522 -1.526 0.927
C: -0.211 0.018 -0.726
C: -0.220 1.064 0.364
O: 0.112 0.505 1.556
O: -0.255 -1.258 -0.102
H: -0.185 -0.511 -2.703
H: -0.265 1.144 -2.401
H: 0.102 -2.319 1.575
H: 1.718 -1.493 0.789
H: -1.190 1.513 0.303
H: 0.609 1.849 0.192
H: -0.542 0.798 2.241

Molecular formula: C22H31N5O2
Method: DFT, ωB97M-V/def2-TZVPD

energy	-34864.4032	eV
orbital gap	8.43	eV
LUMO	0.734	eV
structure (SMILES)	Cc1cc(NCc2ccco2)nc(N2CCC(C(=O)NC3CCCCC3)CC2)n1
energy relative to the best compared isomer or geometry (same formula, charge and spin)	125.6	kJ/mol
strongest force on any atom	0.96	eV Å⁻¹

CARTESIAN COORDINATES (ANGSTROEM)
C: 4.530 3.708 0.085
C: 3.785 2.476 -0.327
C: 4.453 1.370 -0.829
C: 3.666 0.263 -1.163
N: 4.162 -0.887 -1.713
C: 5.546 -1.295 -1.596
C: 5.926 -1.646 -0.190
C: 6.648 -0.978 0.755
C: 6.617 -1.782 1.921
C: 5.874 -2.874 1.600
O: 5.452 -2.802 0.326
N: 2.343 0.280 -1.014
C: 1.792 1.406 -0.550
N: 0.447 1.454 -0.472
C: -0.364 0.286 -0.697
C: -0.873 -0.260 0.639
C: -1.671 0.821 1.382
C: -2.983 1.137 0.657
O: -3.257 2.218 0.181
N: -3.838 0.091 0.622
C: -5.102 0.135 -0.083
C: -6.192 -0.582 0.716
C: -5.982 -2.095 0.744
C: -5.883 -2.654 -0.672
C: -4.751 -1.975 -1.438
C: -4.975 -0.466 -1.488
C: -0.806 2.077 1.535
C: -0.244 2.535 0.186
N: 2.468 2.502 -0.184
H: 5.079 4.115 -0.762
H: 3.828 4.453 0.450
H: 5.245 3.470 0.871
H: 5.522 1.372 -0.944
H: 3.482 -1.634 -1.722
H: 5.686 -2.165 -2.243
H: 6.190 -0.488 -1.952
H: 7.145 -0.037 0.639
H: 7.082 -1.571 2.862
H: 5.586 -3.739 2.163
H: 0.245 -0.455 -1.215
H: -1.215 0.570 -1.328
H: -1.476 -1.153 0.464
H: -0.013 -0.548 1.248
H: -1.939 0.448 2.379
H: -3.563 -0.792 1.019
H: -5.347 1.200 -0.175
H: -7.156 -0.365 0.251
H: -6.215 -0.187 1.734
H: -6.815 -2.565 1.271
H: -5.071 -2.340 1.296
H: -5.716 -3.732 -0.636
H: -6.826 -2.479 -1.195
H: -4.700 -2.371 -2.454
H: -3.796 -2.193 -0.953
H: -5.893 -0.255 -2.040
H: -4.149 0.022 -2.009
H: -1.405 2.883 1.960
H: 0.021 1.858 2.214
H: 0.464 3.351 0.324
H: -1.070 2.865 -0.450

Molecular formula: C3H5Br2NO
Method: DFT, ωB97M-V/def2-TZVPD

energy	-146813.9987	eV
orbital gap	10.58	eV
LUMO	0.323	eV
structure (SMILES)	CN(CBr)C(=O)Br
energy relative to the best compared isomer or geometry (same formula, charge and spin)	63.4	kJ/mol
strongest force on any atom	3.81	eV Å⁻¹

CARTESIAN COORDINATES (ANGSTROEM)
C: 0.509 0.201 -0.601
N: -0.891 -0.253 -0.659
C: -1.126 -1.597 0.037
Br: 0.098 -2.972 -0.640
C: -1.746 0.403 -1.478
O: -1.659 1.492 -1.942
Br: -3.726 -0.341 -1.481
H: 0.846 0.273 0.354
H: 0.992 -0.711 -1.012
H: 0.647 1.122 -1.106
H: -0.630 -1.435 1.055
H: -2.166 -1.863 0.133

Molecular formula: H7O3
Method: DFT, ωB97M-V/def2-TZVPD

energy	-6248.8766	eV
orbital gap	13.52	eV
net charge	+1
LUMO	-3.506	eV
energy relative to the best compared isomer or geometry (same formula, charge and spin)	52.5	kJ/mol
strongest force on any atom	2.20	eV Å⁻¹

CARTESIAN COORDINATES (ANGSTROEM)
O: 0.899 -2.104 -0.443
H: 1.513 -2.753 -0.777
H: 0.199 -2.638 -0.046
O: -1.077 1.956 0.811
H: -0.648 2.353 1.584
H: -1.860 2.458 0.424
O: 0.122 0.157 -0.383
H: -0.237 0.835 0.300
H: 0.556 0.654 -1.078
H: 0.531 -0.919 -0.392

Molecular formula: C5H11N2
Method: DFT, ωB97M-V/def2-TZVPD

energy	-8336.5834	eV
orbital gap	10.85	eV
net charge	+1
LUMO	-3.610	eV
structure (SMILES)	CC1(C)CNC=[NH+]1
energy relative to the best compared isomer or geometry (same formula, charge and spin)	51.7	kJ/mol
strongest force on any atom	4.43	eV Å⁻¹

CARTESIAN COORDINATES (ANGSTROEM)
C: 1.100 0.010 1.238
C: 0.170 -0.052 -0.077
C: 1.202 -0.010 -1.173
C: -0.897 1.153 -0.129
N: -2.093 0.349 0.128
C: -1.982 -0.978 0.111
N: -0.721 -1.254 -0.058
H: 0.488 0.251 2.137
H: 1.845 0.828 1.170
H: 1.665 -0.915 1.261
H: 0.705 0.130 -2.119
H: 1.622 -0.954 -1.181
H: 1.865 0.809 -0.963
H: -0.709 1.757 0.795
H: -0.799 1.765 -1.148
H: -2.924 0.943 0.120
H: -2.732 -1.664 0.313
H: -0.408 -2.144 0.014

Molecular formula: C22H35NO3P2SW
Method: DFT, ωB97M-V/def2-TZVPD

energy	-62229.0255	eV
orbital gap (spin up / spin down)	5.84 / 5.78	eV
net charge	+2
LUMO (spin up / spin down)	-8.581 / -8.654	eV
spin multiplicity	3
energy relative to the best compared isomer or geometry (same formula, charge and spin)	218.3	kJ/mol
strongest force on any atom	8.27	eV Å⁻¹

CARTESIAN COORDINATES (ANGSTROEM)
P: -0.425 -2.598 -4.206
P: 0.472 0.862 -4.690
C: -1.033 -1.427 -5.525
C: 0.087 -0.503 -5.971
H: -1.913 -0.898 -5.114
H: -1.376 -2.044 -6.369
H: 1.045 -1.017 -6.131
H: -0.161 -0.011 -6.922
C: -0.797 2.057 -5.322
H: -0.615 3.067 -4.941
H: -1.820 1.768 -5.061
H: -0.731 2.093 -6.417
C: 1.778 1.569 -5.816
H: 1.432 1.610 -6.855
H: 2.678 0.946 -5.765
H: 2.044 2.588 -5.519
C: -1.535 -4.034 -4.560
H: -1.561 -4.721 -3.710
H: -1.160 -4.549 -5.453
H: -2.541 -3.643 -4.749
C: 1.258 -3.125 -4.752
H: 1.978 -2.303 -4.667
H: 1.237 -3.460 -5.797
H: 1.618 -3.952 -4.130
W: -0.423 -1.835 -2.165
C: -0.119 4.351 -2.243
C: -1.125 3.501 -2.484
C: -1.120 2.037 -2.058
C: 0.276 1.376 -2.091
C: 1.148 1.892 -3.247
C: 2.225 2.663 -3.076
C: 2.347 3.476 -1.823
C: 1.016 4.119 -1.279
C: 0.571 -3.477 -1.358
H: -0.099 5.326 -2.743
H: -2.053 3.869 -2.944
H: -1.806 1.438 -2.685
H: -1.519 1.929 -1.034
H: 0.778 1.526 -1.131
H: 0.131 0.069 -2.137
H: -2.066 -2.053 -1.846
H: 3.053 2.728 -3.821
H: 3.061 4.289 -1.998
H: 2.761 2.882 -0.991
H: 0.658 3.523 -0.423
H: 1.283 5.109 -0.868
H: 1.301 -3.031 -0.672
H: 1.002 -4.221 -2.030
H: -0.235 -3.936 -0.756
O: 1.848 0.304 0.281
S: 1.040 -0.797 0.771
O: 1.697 -2.043 1.104
N: -0.475 -1.023 -0.151
C: -1.618 -0.828 0.619
O: -2.759 -1.057 0.179
C: -1.267 -0.347 1.961
C: -2.158 -0.015 2.994
C: -1.644 0.415 4.222
C: -0.251 0.532 4.412
C: 0.635 0.217 3.368
C: 0.091 -0.247 2.167
H: -3.231 -0.102 2.801
H: -2.326 0.651 5.048
H: 0.134 0.880 5.369
H: 1.709 0.314 3.475

What did the sixth record say?
Molecular formula: H7O3
Method: DFT, ωB97M-V/def2-TZVPD

energy	-6248.8766	eV
orbital gap	13.52	eV
net charge	+1
LUMO	-3.506	eV
energy relative to the best compared isomer or geometry (same formula, charge and spin)	52.5	kJ/mol
strongest force on any atom	2.20	eV Å⁻¹

CARTESIAN COORDINATES (ANGSTROEM)
O: 0.899 -2.104 -0.443
H: 1.513 -2.753 -0.777
H: 0.199 -2.638 -0.046
O: -1.077 1.956 0.811
H: -0.648 2.353 1.584
H: -1.860 2.458 0.424
O: 0.122 0.157 -0.383
H: -0.237 0.835 0.300
H: 0.556 0.654 -1.078
H: 0.531 -0.919 -0.392

What is the formula in the fifth record? C3H5Br2NO

Among the records above, which one has the lowest strongest force on any atom? C22H31N5O2

Number 8 is which compound? C22H35NO3P2SW